A single C19H18N2O6S molecule. Source: the Open Molecules 2025 dataset; level of theory: ωB97M-V/def2-TZVPD.

The geometry in ORCA input format:
```
! RIJCOSX wB97M-V def2-TZVPD def2/J DEFGRID3
* xyz 0 1
C -4.6814 -1.3598 -2.1681
O -3.4072 -1.8778 -1.9480
C -3.3066 -1.7557 -0.4163
O -4.2196 -1.5012 0.4773
C -1.8900 -1.9756 -0.1912
C -0.8641 -1.9566 -1.0729
C 0.5248 -2.1932 -0.5523
C 0.6931 -2.1310 0.8353
N 1.9868 -2.3737 1.3956
S 3.3628 -1.6620 0.5880
O 4.3236 -1.5666 1.6021
O 3.6694 -1.9685 -0.8124
C 2.6522 0.2115 0.4070
C 1.3828 0.5644 0.5868
C 0.8123 1.9035 0.4244
C -0.4196 2.1837 0.5668
C -1.4837 1.2900 1.1037
C -2.6343 2.1845 1.0120
C -3.9805 1.9662 1.7261
N -2.2355 3.5737 0.4522
O -0.9276 3.3274 -0.0465
C 1.7523 2.7651 -0.4163
C 2.9804 2.3208 -0.6332
C 3.5173 1.1785 -0.6885
O 4.8130 0.5275 -0.7413
C 5.6417 1.0837 -1.5076
C -0.4188 -2.3418 1.6136
C -1.5855 -2.4421 1.1631
H -4.7831 -0.3136 -2.0646
H -4.5830 -1.4706 -3.3478
H -5.4299 -1.9944 -1.7667
H -0.8589 -1.8759 -2.0350
H 1.2096 -2.0512 -1.3030
H 2.1403 -2.5827 2.2913
H 0.7132 -0.1111 1.3124
H -1.5661 0.5114 1.7929
H -4.2758 0.9854 1.1625
H -4.7887 2.8012 1.1437
H -3.9488 1.9075 2.7074
H 1.3488 3.5856 -0.9152
H 3.6758 3.0606 -1.4189
H 5.2528 1.6577 -2.5234
H 5.8257 2.1609 -0.8846
H 6.5480 0.6036 -1.5481
H -0.1226 -2.6393 2.6331
H -2.4153 -2.2100 2.0047
*
```

Summary:
LUMO ... -1.44 eV
Energy relative to the best compared isomer or geometry (same formula, charge and spin) ... 409.7 kcal per mole
Maximum force ... 13.7 eV Å⁻¹
Gap between HOMO and LUMO ... 6.48 eV
SMILES ... COC(=O)c1ccc(NS(=O)(=O)c2cc(-c3cc(C)no3)ccc2OC)cc1

---

C17H16CoN8O2S2 as an isolated structure. Source: the Open Molecules 2025 dataset; level of theory: ωB97M-V/def2-TZVPD.

The geometry in ORCA input format:
```
! RIJCOSX wB97M-V def2-TZVPD def2/J DEFGRID3
* xyz 1 5
Co -2.1669 0.9976 -0.2012
N -4.2204 4.4524 1.1887
C -3.8062 3.2287 0.8591
S -3.2269 2.9611 -0.7683
N -3.8691 2.2708 1.7608
N -3.3530 1.1274 1.3932
C -3.4321 -0.0057 2.0437
C -2.9339 -1.1174 1.3419
C -2.5839 -2.3604 1.9372
C -1.8841 -3.2729 1.2370
C -1.5055 -3.0229 -0.1807
C -2.2540 -1.8601 -0.7453
N -2.7774 -0.9326 -0.0141
H -4.2800 5.1672 0.4831
H -4.6571 4.5897 2.0867
H -3.8548 -0.0788 3.0385
H -2.8408 -2.5206 2.9727
H -1.5570 -4.1949 1.6873
H -1.6059 -3.9201 -0.8041
H -2.2720 -1.7343 -1.8184
N 5.2269 -0.9739 -3.4583
C 4.2153 -1.1714 -2.5837
C 4.4714 -1.5516 -1.2533
C 3.4409 -1.7198 -0.3558
C 2.1350 -1.5163 -0.7782
C 1.8531 -1.1805 -2.0959
C 2.8785 -1.0148 -2.9948
S 0.7687 -1.5571 0.3302
O 1.0834 -1.8327 1.6898
O -0.0592 -2.7321 -0.3349
N -0.1619 -0.2651 0.1107
C 0.3958 0.8878 0.4851
N -0.4490 1.9413 0.4422
C 0.0303 3.1347 0.7654
C 1.3500 3.2982 1.1466
C 2.1381 2.1505 1.1726
N 1.6785 0.9613 0.8353
H 6.1808 -0.9624 -3.1436
H 5.0244 -0.6127 -4.3739
H 5.4932 -1.7033 -0.9397
H 3.6302 -1.9847 0.6719
H 0.8271 -1.0317 -2.3919
H 2.6651 -0.7547 -4.0195
H -0.6606 3.9671 0.7094
H 1.7458 4.2655 1.4006
H 3.1792 2.1838 1.4655
*
```

Summary:
LUMO (alpha / beta) ... -2.99 / -4.76 eV
Energy relative to the best compared isomer or geometry (same formula, charge and spin) ... 30.5 kcal per mole
Maximum force ... 2.1 eV Å⁻¹
Gap between HOMO and LUMO (alpha / beta) ... 7.42 / 6.28 eV

---

A 2-piece molecular cluster, C3H9N2O3 overall. Source: the Open Molecules 2025 dataset; level of theory: ωB97M-V/def2-TZVPD.

The geometry in ORCA input format:
```
! RIJCOSX wB97M-V def2-TZVPD def2/J DEFGRID3
* xyz -1 1
O 0.8923 -1.5291 0.3190
C 1.0462 -0.2915 0.3362
N 1.1158 0.5641 -0.6760
C 0.8187 0.0474 -1.9574
O -0.4891 0.5337 -2.3962
C 1.1364 0.3637 1.7376
N 0.0880 -0.1740 2.6273
H -2.4353 0.0078 -0.2369
H 0.6643 -1.0355 -1.9599
H 1.5071 0.2933 -2.7731
H 1.0369 1.4448 1.7831
H 2.0935 0.0301 2.1433
H -0.8229 0.0003 2.2374
H 0.2803 -1.1342 2.8492
H -2.9596 -0.3213 -1.5269
H -0.7071 1.3046 -1.8655
O -3.2655 -0.1044 -0.6414
*
```

Summary:
LUMO ... 4.04 eV
Energy relative to the best compared isomer or geometry (same formula, charge and spin) ... 35.2 kcal per mole
Maximum force ... 2.1 eV Å⁻¹
Gap between HOMO and LUMO ... 8.06 eV

---

A single CH3ClN2O2 molecule. Source: the Open Molecules 2025 dataset; level of theory: ωB97M-V/def2-TZVPD.

The geometry in ORCA input format:
```
! RIJCOSX wB97M-V def2-TZVPD def2/J DEFGRID3
* xyz 0 1
N -1.0892 -0.6756 -0.3230
C 0.1199 -0.8846 0.0452
O 0.7984 -1.8353 0.0880
N 0.7080 0.3944 0.4765
O -0.0728 1.5522 0.1091
Cl 2.3291 0.4779 -0.0347
H -1.6044 0.1939 -0.0568
H -1.6725 -1.4363 -0.6918
H 0.4835 2.2134 0.3876
*
```

Summary:
LUMO ... 0.68 eV
Energy relative to the best compared isomer or geometry (same formula, charge and spin) ... 5.7 kcal per mole
Maximum force ... 5.8 eV Å⁻¹
Gap between HOMO and LUMO ... 10.12 eV
SMILES ... NC(=O)N(O)Cl

---

Q: energy relative to the best compared isomer or geometry (same formula, charge and spin) of number 4 (CH3ClN2O2)?
A: 5.7 kcal per mole